{
  "formula": "C4H33N2O14",
  "method": "ωB97M-V with the def2-TZVPD basis set",
  "symbols": ["C", "N", "C", "O", "O", "C", "N", "C", "H", "H", "H", "H", "H", "H", "H", "H", "H", "H", "H", "O", "H", "H", "O", "H", "H", "O", "H", "H", "O", "H", "H", "O", "H", "H", "O", "H", "H", "O", "H", "H", "O", "H", "H", "O", "H", "H", "O", "H", "H", "O", "H", "H", "O"],
  "positions_angstrom": [[1.474, -0.345, -1.050], [2.427, -0.636, 0.011], [2.562, -1.990, 0.508], [3.274, -2.184, 1.519], [1.810, -2.805, -0.071], [0.201, 0.198, -0.382], [-0.903, 0.109, -1.336], [-2.136, 0.285, -0.476], [1.840, 0.450, -1.713], [1.186, -1.333, -1.423], [3.245, -0.052, 0.081], [0.383, 1.223, 0.046], [-0.015, -0.409, 0.503], [-0.824, 0.874, -2.000], [-2.948, 0.789, -1.024], [-1.962, 0.910, 0.409], [-2.553, -0.664, -0.153], [-1.066, 2.853, -3.826], [0.041, 2.896, -2.841], [-0.325, 2.297, -3.555], [-1.163, 3.489, 0.697], [-0.289, 4.741, 0.464], [-1.174, 4.376, 0.306], [-0.203, 2.269, 2.528], [1.219, 1.672, 2.179], [0.576, 2.352, 1.968], [-1.567, -1.496, 4.578], [-1.282, -0.742, 3.365], [-2.044, -1.184, 3.799], [-0.842, -2.793, 0.558], [0.495, -3.516, 0.727], [-0.456, -3.566, 0.987], [1.201, 3.126, -0.588], [-0.170, 3.472, -1.045], [0.702, 3.203, -1.411], [1.799, -2.696, 2.814], [0.319, -2.864, 2.324], [0.878, -2.621, 3.113], [3.446, -0.636, 2.186], [4.222, -0.423, 3.384], [3.702, 0.132, 2.784], [-3.586, -0.727, -3.217], [-2.957, 0.604, -3.001], [-3.724, 0.206, -3.421], [1.080, -0.879, 3.246], [1.578, 0.471, 3.855], [0.793, 0.034, 3.510], [-0.812, 0.148, -4.385], [-2.178, -0.056, -4.936], [-1.247, -0.184, -5.182], [-1.110, -3.524, -1.790], [-1.294, -2.097, -2.128], [-1.623, -2.760, -1.494]],
  "atomic_forces_ev_per_a": [[-0.445, 0.033, 1.750], [0.989, -0.513, 0.282], [-1.358, 1.122, -0.950], [0.446, 0.263, 0.070], [0.389, -0.490, 0.214], [1.018, 0.114, -0.278], [-1.550, 0.461, 1.653], [-0.170, 0.618, -1.251], [0.137, -0.734, -0.367], [0.296, 0.494, -0.909], [0.005, -0.070, 0.143], [-0.375, -0.887, -0.633], [-0.061, -0.244, -0.239], [-0.008, 0.146, 0.125], [0.225, -0.139, 0.038], [0.204, -0.089, -0.026], [0.290, -0.266, 0.057], [-0.178, -0.374, -0.578], [0.314, -1.430, -0.947], [-0.348, 1.334, 0.677], [0.165, 0.275, 0.165], [-0.357, -0.181, 0.259], [0.103, -0.112, -0.148], [0.511, -0.604, 0.253], [-0.342, -0.644, 0.370], [-0.247, 1.565, -0.654], [-0.285, -0.254, 0.067], [-0.615, -0.166, 0.031], [0.966, 0.488, -0.098], [-0.078, -0.221, -0.316], [-0.216, -0.009, -0.590], [0.096, -0.039, 0.449], [0.390, -0.291, -0.192], [0.338, -0.002, -0.306], [-0.397, 0.759, 1.112], [0.032, -0.202, -0.264], [0.235, -0.092, 0.769], [-0.038, 0.175, -0.159], [-0.054, 0.472, 0.063], [0.101, 0.560, 0.209], [0.097, -0.929, -0.006], [-0.203, -0.095, 0.028], [0.101, 0.250, 0.134], [0.127, -0.240, -0.201], [-0.406, 0.290, 0.302], [0.209, -0.243, -0.053], [-0.035, -0.060, -0.058], [0.383, 0.071, -0.198], [0.081, -0.119, -0.325], [-0.433, 0.077, 0.440], [-0.188, -0.195, 0.520], [-0.183, 0.388, 0.623], [0.323, -0.021, -1.058]],
  "lowdin_charge": [-0.18, 0.04, -0.70, -0.06, -0.04, -0.26, -0.09, -0.10, 0.12, 0.10, 0.11, 0.08, 0.11, 0.05, 0.06, 0.07, 0.07, 0.05, 0.00, -0.09, 0.03, 0.06, -0.05, 0.05, 0.02, -0.07, 0.03, 0.00, -0.08, 0.02, 0.01, -0.08, 0.06, 0.03, -0.07, 0.02, 0.01, -0.09, -0.01, 0.03, -0.12, 0.05, 0.00, -0.05, 0.01, 0.02, -0.10, 0.00, 0.00, -0.07, 0.05, 0.02, -0.08],
  "e_tot_ha": -1335.19402,
  "charge": -1,
  "lumo_energy_ev": 2.2,
  "e_homo_ev": -5.970,
  "orbital_gap_ev": 8.15,
  "relative_energy_kj_mol": 289.9,
  "mol_weight_g_mol": 333.31
}